# 1
120
Properties=species:S:1:pos:R:3 method="wB97M-V/def2-TZVPD" e_above_lowest_kj_mol=159.7 energy_ev=-125334.06880 gap_ev=8.1 lumo_energy_ha=-0.001 smiles="O=C1OC[C@@H](F)O1.O=C1OC[C@@H](F)O1.O=C1OC[C@@H](F)O1.O=C1OC[C@@H](F)O1.O=C1OC[C@@H](F)O1.O=C1OC[C@@H](F)O1.O=C1OC[C@@H](F)O1.O=C1OC[C@@H](F)O1.O=C1OC[C@@H](F)O1.c1cc[nH]c1.c1cc[nH]c1.c1cc[nH]c1"
C 5.27 -1.40 2.75
C 4.10 -1.50 1.78
O 3.06 -1.92 2.66
C 3.51 -2.29 3.87
O 2.94 -2.83 4.76
O 4.85 -2.08 3.89
F 4.35 -2.52 0.90
H 5.45 -0.40 3.13
H 6.17 -1.88 2.36
H 3.77 -0.60 1.29
C -1.00 -3.93 -6.77
C -2.45 -3.75 -6.43
O -2.45 -3.78 -5.01
C -1.21 -3.36 -4.57
O -0.86 -3.16 -3.46
O -0.34 -3.36 -5.62
F -3.25 -4.75 -6.85
H -0.72 -3.33 -7.64
H -0.73 -4.96 -6.98
H -2.86 -2.80 -6.77
C -3.59 2.39 2.08
C -3.21 3.32 3.22
O -3.15 4.60 2.63
C -3.80 4.61 1.42
O -3.89 5.54 0.69
O -4.05 3.32 1.10
F -2.03 3.02 3.78
H -4.31 1.59 2.25
H -2.70 1.97 1.60
H -3.99 3.39 3.98
C 0.19 -0.07 -3.96
C 1.68 0.13 -3.74
O 1.78 1.55 -3.64
C 0.57 2.02 -3.29
O 0.37 3.17 -3.03
O -0.38 1.12 -3.40
F 2.28 -0.28 -4.89
H -0.14 -0.92 -3.38
H -0.14 -0.19 -4.99
H 2.07 -0.37 -2.85
C 5.76 3.26 -1.10
C 4.71 2.33 -0.48
O 4.22 3.17 0.54
C 5.04 4.13 0.85
O 4.93 4.91 1.75
O 6.11 4.08 0.02
F 5.26 1.20 0.01
H 5.37 3.91 -1.89
H 6.57 2.70 -1.55
H 3.88 2.14 -1.15
C -3.73 1.49 -2.81
C -4.63 2.31 -1.89
O -4.66 1.61 -0.69
C -3.75 0.64 -0.69
O -3.31 0.06 0.26
O -3.38 0.41 -1.98
F -5.88 2.13 -2.45
H -2.87 2.08 -3.15
H -4.32 1.20 -3.68
H -4.45 3.37 -1.70
C 1.62 5.19 -0.22
C 0.60 6.07 -0.92
O -0.61 5.33 -0.76
C -0.40 4.13 -0.18
O -1.30 3.38 0.04
O 0.90 3.99 0.14
F 0.83 5.92 -2.25
H 1.96 5.48 0.77
H 2.45 4.87 -0.85
H 0.66 7.13 -0.70
C -0.22 -0.75 3.13
C -1.05 -2.02 2.93
O -2.36 -1.53 2.99
C -2.38 -0.33 3.67
O -3.29 0.38 3.99
O -1.13 0.09 3.78
F -0.92 -2.82 4.03
H -0.05 -0.37 2.12
H 0.73 -1.04 3.58
H -0.68 -2.40 1.98
C 0.88 2.61 3.41
C 1.83 3.80 3.40
O 3.06 3.20 3.65
C 3.04 1.96 3.16
O 3.94 1.17 3.10
O 1.78 1.69 2.75
F 1.52 4.69 4.38
H -0.08 2.82 2.95
H 0.59 2.09 4.32
H 1.87 4.30 2.44
N -3.83 -2.88 0.67
C -3.07 -4.02 0.46
C -3.97 -5.03 0.42
C -5.27 -4.56 0.72
C -5.11 -3.24 1.01
H -3.44 -1.96 0.63
H -2.02 -4.09 0.23
H -3.71 -6.07 0.23
H -6.18 -5.12 0.83
H -5.78 -2.48 1.37
N -0.55 -0.87 -0.63
C -0.22 0.40 -0.36
C 1.10 0.46 -0.03
C 1.64 -0.80 -0.24
C 0.58 -1.64 -0.64
H -1.50 -1.19 -0.76
H -1.03 1.10 -0.31
H 1.60 1.36 0.28
H 2.67 -1.10 -0.08
H 0.52 -2.68 -0.92
N 0.41 -6.31 1.20
C 1.67 -5.89 1.57
C 2.28 -5.28 0.47
C 1.32 -5.29 -0.56
C 0.22 -5.96 -0.11
H -0.27 -6.78 1.77
H 2.17 -5.92 2.53
H 3.17 -4.68 0.46
H 1.52 -4.76 -1.48
H -0.69 -6.16 -0.66


# 2
88
Properties=species:S:1:pos:R:3 method="wB97M-V/def2-TZVPD" total_charge=+1 energy_ev=-53889.89038 gap_ev=4.8 lumo_energy_ha=-0.208
N -3.93 -1.84 -0.73
C -4.42 -1.96 -1.95
N -5.14 -3.07 -2.32
N -4.19 -0.94 -2.86
C -3.02 -0.97 -3.67
O -3.02 -0.65 -4.81
N -1.88 -1.41 -2.90
C -1.49 -2.73 -3.16
O -1.98 -3.48 -3.94
F -0.53 -3.07 -2.31
H -2.90 -1.77 -0.69
H -4.23 -2.65 -0.18
H -4.62 -3.87 -2.64
H -6.14 -3.16 -2.21
H -5.00 -0.82 -3.46
H -1.12 -0.73 -2.97
C 1.59 0.05 -4.09
C 1.07 1.31 -4.34
C 1.85 2.44 -4.09
C 3.13 2.29 -3.59
C 3.65 1.02 -3.34
C 2.87 -0.10 -3.59
H 0.99 -0.83 -4.30
H 0.07 1.43 -4.75
H 1.45 3.43 -4.29
H 3.74 3.17 -3.40
H 4.65 0.92 -2.95
H 3.27 -1.09 -3.39
C -2.29 -3.49 2.17
C -3.26 -2.71 2.78
C -3.51 -2.83 4.14
C -2.78 -3.74 4.88
C -1.80 -4.52 4.28
C -1.55 -4.40 2.92
H -2.08 -3.39 1.11
H -3.82 -1.99 2.19
H -4.27 -2.22 4.61
H -2.96 -3.84 5.95
H -1.23 -5.22 4.87
H -0.79 -5.00 2.45
C -6.68 -4.82 1.55
C -7.79 -5.54 1.12
C -7.66 -6.48 0.11
C -6.42 -6.71 -0.48
C -5.31 -5.99 -0.06
C -5.44 -5.04 0.96
H -6.78 -4.09 2.34
H -8.75 -5.37 1.58
H -8.52 -7.04 -0.22
H -6.32 -7.45 -1.26
H -4.34 -6.17 -0.50
H -4.58 -4.48 1.29
C 1.54 -2.14 8.01
C 0.65 -1.10 7.74
C 0.03 -1.03 6.50
C 0.30 -2.00 5.54
C 1.18 -3.03 5.81
C 1.80 -3.10 7.05
H 2.03 -2.19 8.98
H 0.45 -0.36 8.49
H -0.65 -0.23 6.28
H -0.19 -1.94 4.57
H 1.38 -3.78 5.06
H 2.50 -3.90 7.26
C 2.85 6.07 -3.72
C 4.23 6.08 -3.61
C 4.99 6.88 -4.46
C 4.36 7.68 -5.40
C 2.97 7.67 -5.51
C 2.22 6.86 -4.67
H 2.26 5.45 -3.05
H 4.73 5.47 -2.87
H 6.07 6.89 -4.38
H 4.95 8.30 -6.06
H 2.48 8.29 -6.25
H 1.14 6.86 -4.75
C 5.92 5.24 0.25
C 6.41 4.91 1.50
C 7.16 5.83 2.22
C 7.41 7.08 1.69
C 6.92 7.42 0.43
C 6.17 6.49 -0.29
H 5.34 4.52 -0.31
H 6.21 3.93 1.92
H 7.55 5.57 3.20
H 7.99 7.80 2.25
H 7.11 8.40 0.02
H 5.79 6.76 -1.27


# 3
96
Properties=species:S:1:pos:R:3 method="wB97M-V/def2-TZVPD" e_above_lowest_kj_mol=268.0 energy_ev=-78638.31970 gap_ev=4.1 lumo_energy_ha=-0.076
Pb 0.81 0.42 0.75
C 1.34 6.37 -2.86
C 0.74 5.12 -2.27
C 0.35 4.04 -3.07
C -0.20 2.87 -2.58
C -0.40 1.77 -3.60
N -1.60 1.01 -3.60
C -2.75 1.34 -2.78
C -3.74 0.17 -2.74
C -4.46 0.13 -1.41
N -3.60 -0.41 -0.32
C -4.08 -1.13 0.61
C -3.45 -1.64 1.80
C -4.29 -2.12 2.82
C -3.79 -2.48 4.05
C -4.65 -3.10 5.12
C -2.43 -2.19 4.28
C -1.56 -1.70 3.32
C -0.26 -1.15 3.82
N 0.31 -0.14 3.33
C 1.35 0.52 4.16
C 1.53 2.02 3.84
C 0.28 2.72 3.28
N 0.23 2.61 1.82
C 0.17 3.67 1.12
C 0.12 3.76 -0.35
C 0.60 4.94 -0.91
C -0.35 2.70 -1.17
O -0.83 1.61 -0.66
C -2.06 -1.61 2.01
O -1.23 -1.54 0.97
H 1.32 6.34 -3.95
H 2.38 6.49 -2.55
H 0.80 7.27 -2.54
H 0.50 4.13 -4.15
H -0.28 2.23 -4.57
H -1.86 0.73 -4.53
H -3.28 2.24 -3.12
H -2.37 1.54 -1.79
H -3.20 -0.77 -2.89
H -4.48 0.25 -3.54
H -5.35 -0.49 -1.45
H -4.78 1.14 -1.13
H -2.61 -0.13 -0.31
H -5.15 -1.32 0.52
H -5.35 -2.21 2.61
H -5.70 -3.06 4.85
H -4.52 -2.59 6.07
H -4.37 -4.14 5.27
H -2.04 -2.33 5.29
H 0.04 -1.52 4.81
H 2.29 0.00 4.02
H 1.05 0.41 5.21
H 2.34 2.16 3.13
H 1.83 2.51 4.77
H 0.27 3.77 3.57
H -0.62 2.25 3.69
H 0.19 4.63 1.64
H 0.93 5.74 -0.24
O 7.18 -0.57 1.42
C 5.99 -0.45 1.49
C 5.22 0.85 1.72
O 5.66 1.90 2.14
C 3.83 0.53 1.36
C 3.66 -0.85 1.28
O 2.49 -1.39 1.16
C 4.95 -1.54 1.32
O 5.15 -2.74 1.22
O 2.86 1.38 1.20
O 0.72 0.77 -3.68
C 1.59 0.46 -2.72
O 1.61 0.92 -1.60
C 2.56 -0.61 -3.12
C 2.94 -0.81 -4.44
C 3.88 -1.79 -4.74
C 4.42 -2.57 -3.73
C 4.02 -2.38 -2.41
C 3.10 -1.39 -2.10
H 2.51 -0.19 -5.22
H 4.20 -1.93 -5.77
H 5.16 -3.33 -3.96
H 4.44 -2.98 -1.61
H 2.79 -1.23 -1.08
C 0.34 -3.98 0.75
Si -0.90 -2.92 -0.07
C -0.42 -2.14 -1.67
C -2.48 -3.89 -0.28
H 0.80 -4.64 0.00
H -0.13 -4.61 1.51
H 1.14 -3.39 1.21
H 0.52 -2.57 -2.04
H -0.27 -1.06 -1.58
H -1.19 -2.32 -2.43
H -2.90 -4.23 0.67
H -3.25 -3.35 -0.84
H -2.22 -4.78 -0.86